The following is a quantum chemistry calculation of a structure of composition C2H6ClO2Sr at a distorted geometry, from OMol25.

Structure (ORCA input):
```
! wB97M-V def2-TZVPD RIJCOSX def2/J DEFGRID3
* xyz 1 1
Sr -4.1294 -3.2010 -0.2729
Cl -3.6056 -0.6223 -1.6816
C 1.5720 0.6313 0.6197
C 0.6413 0.3420 -0.5260
O -0.6920 0.6691 -0.2286
O 1.2846 -0.3631 1.5713
H 1.3813 1.5887 1.1048
H 2.6605 0.6511 0.5663
H 0.7616 -0.6848 -0.8712
H 1.0523 0.9431 -1.3371
H -1.3181 0.2812 -0.8443
H 0.3916 -0.2352 1.8996
*
```

Values from the calculation:
- HOMO: -11.88 eV
- E_tot: -720.9200 hartree
- LUMO energy: -6.6 eV
- Orbital gap: 5.301 eV

The following is a quantum chemistry calculation of a cluster of 2 separate species, C2H6ClO4PS in total at a distorted geometry, from OMol25.

Structure (ORCA input):
```
! wB97M-V def2-TZVPD RIJCOSX def2/J DEFGRID3
* xyz 0 3
C -1.1812 1.1206 1.8792
C -1.0702 -1.6821 -1.6887
O 0.1736 1.1469 -1.7779
O 3.7667 1.2859 1.2063
O -0.6929 1.3976 0.5827
O -1.0720 -0.8038 -0.6458
P 0.0288 0.4480 -0.5371
S 3.5292 0.5254 0.0147
Cl 3.8718 -1.5377 0.5085
H -0.2378 0.7901 2.3786
H -2.0779 0.4999 1.9812
H -1.5806 2.1949 2.2400
H -2.0613 -1.5483 -2.1950
H -0.8897 -2.7352 -1.4627
H -0.5065 -1.1022 -2.4841
*
```

Values from the calculation:
- HOMO (alpha / beta): -8.95 / -11.14 eV
- E_tot: -1580.4277 hartree
- LUMO energy (alpha / beta): -0.5 / -2.3 eV
- Orbital gap (alpha / beta): 8.479 / 8.803 eV